# 1
DFT (ωB97M-V/def2-TZVPD) results for 2 unconnected molecules or ions with the total composition C2H11N4.

2S+1 ... 1
Net charge ... +1
E_HOMO ... -0.4967 hartree
F_max ... 4.18 eV/A
Relative energy (zero: lowest compared OMol25 entry of this formula, charge and spin) ... 68.4 kcal/mol

Structure (XYZ):
```
17
Properties=species:S:1:pos:R:3:nbo_charge:R:1
C -1.95677 -1.25012 -0.74577 -0.450
C 1.32624 0.14991 0.52371 0.432
N -1.44707 -0.09460 0.01384 -0.864
N 1.18032 -1.03854 1.11289 -0.725
N 1.91548 0.51539 -0.54982 -0.365
N 2.14940 1.89100 -0.65443 -0.654
H -1.17622 -1.93350 -1.15433 0.183
H -2.74099 -1.89416 -0.26716 0.202
H 1.10088 0.94640 1.15681 0.227
H 1.76396 2.44820 -1.41667 0.402
H -1.47550 -0.27431 1.03444 0.354
H 1.20786 -1.94100 0.61785 0.429
H 0.94126 -1.02756 2.07291 0.429
H 1.92221 -0.08452 -1.42870 0.418
H -2.67051 -0.90799 -1.56740 0.219
H 3.14848 2.01978 -0.54086 0.385
H -2.22855 0.60104 -0.10309 0.378
```

***

# 2
DFT (ωB97M-V/def2-TZVPD) results for a molecular structure, CHBr2Cl3Si.

2S+1 ... 1
Net charge ... 0
E_HOMO ... -0.3653 hartree
F_max ... 4.24 eV/A

Structure (XYZ):
```
8
Properties=species:S:1:pos:R:3:nbo_charge:R:1
C 0.92609 -0.29328 0.22262 -0.774
Si -1.01234 0.45731 -0.26905 1.375
Cl -1.11205 0.94001 -2.28831 -0.301
Cl -0.92944 1.85644 1.08909 -0.312
Cl -2.32473 -1.04349 0.37776 -0.334
Br 1.09246 -1.63138 1.54940 0.095
Br 1.98272 -0.92405 -1.34431 0.022
H 1.37729 0.63844 0.66280 0.230
```

***

# 3
DFT (ωB97M-V/def2-TZVPD) results for 2 unconnected molecules or ions with the total composition C5H11NO.

2S+1 ... 1
Net charge ... 0
E_HOMO ... -0.2723 hartree
F_max ... 1.55 eV/A
Relative energy (zero: lowest compared OMol25 entry of this formula, charge and spin) ... 38.8 kcal/mol

Structure (XYZ):
```
18
Properties=species:S:1:pos:R:3:nbo_charge:R:1
C -1.05122 -0.39298 -2.39264 -0.435
C -0.99640 -0.27550 -1.07089 -0.189
C 0.11824 -0.79009 -0.29906 -0.372
C 0.40512 -0.53305 0.98644 0.225
C 1.65219 -1.05554 1.60812 -0.655
N -0.44931 0.16417 1.80760 -0.812
H -1.79352 0.05630 -3.03548 0.193
H -0.24421 -0.88857 -2.94128 0.182
H -1.82102 0.22909 -0.58455 0.200
H 0.83947 -1.36833 -0.87151 0.202
H 2.49519 -0.35255 1.62593 0.221
H 2.00772 -1.85461 0.95962 0.227
H 1.66864 -1.44800 2.62584 0.221
H -0.19156 0.40280 2.74547 0.387
H -1.19848 0.69461 1.40320 0.399
O -0.69103 2.52744 -0.52612 -0.943
H 0.22924 2.25160 -0.60247 0.476
H -0.97906 2.63321 -1.43821 0.473
```

***

# 4
DFT (ωB97M-V/def2-TZVPD) results for a molecular structure, ClNO3S.

2S+1 ... 1
Net charge ... 0
E_HOMO ... -0.3985 hartree
F_max ... 3.39 eV/A
Relative energy (zero: lowest compared OMol25 entry of this formula, charge and spin) ... 6.8 kcal/mol

Structure (XYZ):
```
6
Properties=species:S:1:pos:R:3:nbo_charge:R:1
N 2.57184 0.01199 0.34401 0.293
O 3.33680 0.38405 -0.44813 -0.144
O -2.55527 -1.22764 0.45325 -0.830
O -2.08984 1.12374 0.09484 -0.833
S -1.99357 -0.20998 -0.40810 1.654
Cl 0.73005 -0.08217 -0.03588 -0.139
```

***

# 5
DFT (ωB97M-V/def2-TZVPD) results for 6 unconnected molecules or ions with the total composition C4H21N3O6.

2S+1 ... 1
Net charge ... 0
E_HOMO ... -0.3669 hartree
F_max ... 2.46 eV/A
Relative energy (zero: lowest compared OMol25 entry of this formula, charge and spin) ... 55.4 kcal/mol

Structure (XYZ):
```
34
Properties=species:S:1:pos:R:3:nbo_charge:R:1
C -0.36555 0.14390 -2.47254 -0.652
C 0.30872 0.75652 -1.21717 -0.127
N 1.73249 0.99246 -1.38692 -0.850
C 0.16079 -0.19466 0.01497 0.683
O 0.68014 -1.30761 -0.12238 -0.672
N -0.71388 0.07985 0.99404 -0.606
C -0.83781 1.42222 1.63083 -0.078
N -0.09368 1.30781 2.90245 -0.881
H -1.46568 0.11602 -2.50692 0.256
H -0.18830 0.84791 -3.30645 0.207
H 0.02685 -0.84594 -2.64766 0.220
H -0.10056 1.78662 -1.01974 0.186
H 1.81387 1.39373 -2.31912 0.354
H 2.24655 0.11730 -1.50612 0.385
H -0.86029 -0.62215 1.71514 0.400
H -0.46932 2.12766 0.88422 0.221
H -1.91089 1.59110 1.82837 0.176
H -0.59330 0.75498 3.57729 0.382
H 0.27472 2.22722 3.10053 0.402
O -0.30630 -3.14139 2.17306 -0.977
H -0.75938 -3.90717 1.80911 0.480
H -0.07177 -2.51458 1.46813 0.487
O 3.27996 -1.01988 0.67269 -0.954
H 2.93253 -1.43176 1.47061 0.480
H 3.44237 -0.07809 0.81777 0.477
O -0.85480 -3.09872 -1.76514 -0.964
H -1.40614 -2.46020 -2.22598 0.464
H -0.14285 -2.60346 -1.31790 0.495
O 1.85435 2.29567 1.30971 -0.968
H 2.22782 2.41390 0.43786 0.493
H 1.26432 1.53502 1.30475 0.471
O -3.39150 0.38536 -1.67272 -0.941
H -3.63479 1.17516 -1.18822 0.472
H -4.07869 -0.24479 -1.43656 0.477
```

***

# 6
DFT (ωB97M-V/def2-TZVPD) results for a molecular structure, C3H8CsO3S.

2S+1 ... 1
Net charge ... +1
E_HOMO ... -0.5039 hartree
F_max ... 0.98 eV/A
Relative energy (zero: lowest compared OMol25 entry of this formula, charge and spin) ... 25.3 kcal/mol

Structure (XYZ):
```
16
Properties=species:S:1:pos:R:3:nbo_charge:R:1
Cs -1.11868 -3.57891 -3.44984 0.999
O 1.40376 -0.01643 2.08049 -0.934
S 0.61288 1.04232 1.55303 2.400
O 0.96262 2.39222 1.73366 -0.901
O 0.57643 0.85064 -0.04065 -0.711
C 0.27661 -0.44448 -0.53291 -0.086
C 0.55742 -0.39588 -2.02312 -0.600
C -1.08207 0.82933 2.01714 -0.901
H -0.77023 -0.72240 -0.36204 0.161
H 0.92289 -1.18873 -0.06003 0.207
H -0.05771 0.37262 -2.49355 0.229
H 0.28688 -1.31317 -2.56351 0.132
H 1.61715 -0.23539 -2.20516 0.243
H -1.15259 1.12013 3.06198 0.273
H -1.36570 -0.21142 1.88995 0.236
H -1.66966 1.49952 1.39457 0.254
```

***

# 7
DFT (ωB97M-V/def2-TZVPD) results for 6 unconnected molecules or ions with the total composition C26H51BNO9.

2S+1 ... 1
Net charge ... -1
E_HOMO ... -0.1069 hartree
F_max ... 4.81 eV/A

Structure (XYZ):
```
88
Properties=species:S:1:pos:R:3:lowdin_charge:R:1
C 0.19912 6.10366 4.34703 -0.182
C -0.72305 5.00577 3.63257 -0.201
B -0.82368 5.19650 1.99308 -0.631
O -1.94401 4.69436 1.20688 -0.012
N 0.34424 5.88207 1.36805 0.000
C 0.76962 5.17829 0.14067 -0.255
C 1.71084 3.91096 0.38654 -0.308
O 1.80860 3.24422 1.43386 0.064
O 2.51059 3.45068 -0.75951 -0.010
C 1.62912 2.55007 -1.45320 -0.389
C 1.44466 1.01536 -1.03000 0.013
O 1.02705 3.01683 -2.45831 0.043
H -0.43938 7.05780 4.47470 0.067
H 0.52421 5.71880 5.38934 0.056
H 1.15683 6.35813 3.78986 0.054
H -0.25282 3.95951 3.77319 0.085
H -1.77654 5.01957 4.11391 0.078
H -2.79033 5.11181 1.45608 0.065
H -0.11454 4.88617 -0.54337 0.118
H 1.39413 5.93800 -0.47225 0.114
H 0.32290 0.79528 -1.15505 0.087
H 1.77743 0.80737 0.04522 0.078
H 2.01228 0.40239 -1.81028 0.093
C -2.40728 -0.21259 -4.44815 -0.175
C -1.55534 -1.22084 -5.18701 -0.192
C -0.24861 -1.14893 -4.42185 -0.198
O -0.57816 -0.81177 -3.06768 -0.154
C -1.95233 -0.40557 -3.01513 -0.200
H -3.48060 -0.36428 -4.57832 0.108
H -2.16094 0.79965 -4.78529 0.120
H -1.99210 -2.21924 -5.08768 0.108
H -1.43945 -1.00399 -6.24982 0.109
H 0.39981 -0.35873 -4.81559 0.120
H 0.30144 -2.09302 -4.44159 0.116
H -2.51905 -1.20378 -2.52279 0.117
H -2.04395 0.50518 -2.41915 0.120
C 4.42412 1.66330 3.80463 -0.171
C 3.68709 0.34397 3.75693 -0.180
C 2.98619 0.32452 5.10179 -0.207
O 2.71752 1.68727 5.44958 -0.143
C 3.44286 2.54324 4.55352 -0.195
H 4.68420 2.05676 2.82063 0.116
H 5.34734 1.55363 4.38494 0.110
H 2.94725 0.36196 2.95018 0.106
H 4.33739 -0.51845 3.60401 0.104
H 3.63084 -0.10010 5.88016 0.112
H 2.04982 -0.23948 5.07899 0.099
H 2.71999 3.00074 3.87067 0.106
H 3.93694 3.33559 5.12075 0.116
C -1.27137 -0.94459 4.51665 -0.177
C -1.39772 0.49525 4.07001 -0.166
C -0.83869 0.43858 2.66299 -0.185
O -1.12803 -0.87474 2.15294 -0.153
C -1.57216 -1.70038 3.23640 -0.218
H -1.94191 -1.21124 5.33583 0.111
H -0.24295 -1.14504 4.83632 0.099
H -2.45379 0.78337 4.04135 0.118
H -0.86847 1.20278 4.71024 0.117
H 0.24913 0.56680 2.66186 0.110
H -1.27838 1.19247 2.00662 0.125
H -2.64925 -1.86214 3.11472 0.115
H -1.06700 -2.66906 3.19175 0.098
C -4.22046 -4.48128 -8.53234 -0.181
C -4.75501 -3.06735 -8.58574 -0.179
C -3.94717 -2.38405 -7.49983 -0.211
O -2.67753 -3.04868 -7.44684 -0.159
C -2.75414 -4.25183 -8.22275 -0.201
H -4.37805 -5.04604 -9.45289 0.112
H -4.69529 -5.02687 -7.71017 0.116
H -4.52606 -2.62072 -9.55892 0.116
H -5.83195 -2.99769 -8.42342 0.114
H -4.42452 -2.49410 -6.52010 0.119
H -3.79639 -1.31996 -7.69593 0.120
H -2.17467 -4.09679 -9.13950 0.117
H -2.30835 -5.07813 -7.66457 0.118
C 1.48602 -4.17351 1.76590 -0.173
C 2.26199 -4.73613 2.93659 -0.180
C 3.52654 -3.89837 2.90922 -0.207
O 3.16200 -2.61751 2.38188 -0.149
C 1.83960 -2.70108 1.83345 -0.189
H 0.41152 -4.35654 1.82145 0.109
H 1.85915 -4.60527 0.83113 0.115
H 1.71332 -4.55384 3.86671 0.114
H 2.45848 -5.80725 2.86063 0.110
H 4.27906 -4.33402 2.24260 0.115
H 3.96934 -3.77531 3.90076 0.116
H 1.16502 -2.16001 2.50499 0.102
H 1.81589 -2.21840 0.85430 0.124
```

***

no.,LUMO energy (eV),Kohn-Sham gap (eV)
1,-3.3,10.3
2,-0.1,9.9
3,0.9,8.3
4,-1.7,9.1
5,0.2,10.2
6,-4.2,9.5
7,2.0,4.9